# 1
This record from the Open Molecules 2025 dataset describes a structure of composition C20H43CuN2O3 in a non-equilibrium geometry. The level of theory is ωB97M-V/def2-TZVPD.

Structure (XYZ):
```
69
Properties=species:S:1:pos:R:3:forces:R:3:nbo_charge:R:1
H 0.2851 4.4024 -0.9390 0.1 0.0 -0.1 0.145
C -2.5827 -0.4197 -3.9419 0.2 1.0 0.4 -0.410
C -3.0497 -0.7057 -0.1263 0.2 0.5 1.0 -0.611
H 1.0211 0.5099 -2.2418 -0.1 0.1 -0.4 0.230
C 0.1243 3.3727 -1.2855 -0.7 -0.4 -0.4 -0.028
H 0.5010 -2.6153 -4.0510 -0.2 0.2 -0.2 0.227
H -0.0076 -1.4117 2.4657 0.1 -0.2 0.0 0.204
H 0.1247 -1.3137 4.2374 -0.4 0.2 -0.1 0.214
C 3.3391 0.6666 0.5585 0.3 0.9 -0.4 -0.591
H -4.0707 -2.7905 -1.2770 0.1 0.1 0.2 0.228
H -1.2043 -2.9557 -3.6169 0.0 0.3 -0.3 0.212
H -1.0487 0.8209 1.6120 0.5 0.2 -0.1 0.189
H 0.0689 -3.1874 -2.4984 0.1 0.2 0.1 0.192
C 2.8654 0.4161 1.9843 0.3 -0.7 0.0 0.095
C 2.8064 -1.1102 2.1031 0.1 -0.9 0.9 -0.395
C -1.3781 3.1327 -1.4278 -1.4 0.1 0.1 -0.633
C -3.2046 -0.2555 -2.5534 0.0 -0.9 -0.2 -0.397
H 2.0916 -2.6660 3.4394 -0.7 -0.1 -0.7 0.214
H 3.5420 0.7179 4.0430 0.1 -0.3 0.0 0.208
H 2.6184 0.2613 -0.1595 0.0 -0.1 0.1 0.179
H -1.1613 1.8649 3.0643 0.0 0.1 -0.3 0.225
C 0.5621 0.5215 3.1693 0.4 -0.1 -0.5 0.113
H 0.4796 3.2924 -2.3322 0.5 0.2 0.2 0.122
H 3.8116 2.0644 2.9956 -0.1 0.0 -0.1 0.232
H 1.5652 -0.5417 -3.5702 0.0 -0.1 0.0 0.227
H -2.3908 -3.3511 -1.2768 -0.2 -0.1 0.1 0.194
H -3.0983 0.7599 -2.1736 -0.1 0.1 -0.3 0.225
H -0.0996 0.9678 5.1207 0.1 -0.2 0.0 0.208
H 4.8665 0.6874 2.8376 -0.1 -0.3 0.0 0.210
H -0.5627 -2.6902 -0.6921 0.1 0.0 0.1 0.459
C -0.2689 -2.5037 -3.2890 -0.1 -0.7 0.5 -0.639
H -1.8775 2.8595 -0.4889 0.4 0.1 0.2 0.199
H -4.2605 -0.5236 -2.6402 -0.1 0.3 0.3 0.215
C 0.5880 -1.0138 3.2947 0.2 -0.4 -0.2 -0.400
C -2.5926 -1.1886 -1.4970 -0.5 0.1 0.6 0.101
H 4.3136 0.2245 0.3382 0.0 -0.2 0.3 0.211
H -1.5175 0.1446 3.1202 -0.1 0.2 0.1 0.200
H 0.9374 2.2078 4.5830 0.3 0.0 -0.5 0.235
H -2.6874 0.3098 0.0683 0.0 0.1 -0.3 0.220
H -2.9863 0.3895 -4.5560 0.0 -0.1 -0.2 0.220
H -1.9552 3.9990 -1.7807 0.4 0.2 0.0 0.200
C -0.8466 0.8949 2.6825 -0.6 -0.3 1.1 -0.584
O 0.7311 2.4737 -0.4407 0.3 -1.2 0.0 -1.047
H -0.6014 -0.2917 -4.7857 0.1 -0.9 0.2 0.222
C -3.0856 -2.6256 -1.7100 0.4 -0.4 -0.4 -0.636
H 1.3363 2.5491 1.0041 -0.6 -0.2 -0.1 0.522
N -1.1231 -1.0113 -1.4876 0.0 1.4 -0.5 -0.200
C 0.8219 1.1242 4.5436 -0.9 0.4 0.8 -0.642
H 3.7950 -1.5398 2.2992 0.3 0.5 -0.4 0.214
C -0.3965 -1.0573 -2.7707 0.9 -0.9 -0.5 0.092
C 1.0287 -0.5223 -2.6247 0.1 0.4 1.2 -0.631
O -0.4874 -1.7469 -0.4688 0.0 -0.4 -0.2 -0.597
H -2.6060 -1.2725 0.6960 -0.1 -0.3 -0.2 0.221
H -2.8406 -1.3423 -4.4626 0.0 -0.2 0.3 0.202
H -0.9053 0.8831 -3.7293 -0.1 -0.1 1.1 0.229
H 2.4822 -1.3056 4.2329 0.0 0.6 -0.2 0.196
Cu 0.3645 0.4594 -0.0845 0.0 1.1 0.2 0.868
H -3.1754 -2.8841 -2.7664 0.1 0.1 0.0 0.210
H -1.6691 2.3429 -2.1299 0.5 -0.1 0.0 0.179
C 1.9875 -1.5854 3.2892 0.5 0.0 0.8 -0.411
H 2.4791 -1.5957 1.1783 -0.3 0.2 0.0 0.202
H 3.4375 1.7245 0.3021 -0.1 0.0 0.2 0.234
N 1.4982 0.9488 2.1082 -0.8 -0.7 -1.5 -0.246
C 3.8302 0.9709 3.0240 0.1 1.0 0.1 -0.640
C -1.0845 -0.1969 -3.8024 -0.3 0.8 -1.6 -0.414
H -4.1275 -0.6789 0.0377 -0.1 -0.2 -0.4 0.216
H 1.6019 -1.0643 -1.8650 0.0 -0.4 -0.3 0.215
H 1.6098 0.6536 5.1297 0.2 -0.1 -0.3 0.206
O 1.4384 2.3458 1.9806 0.8 0.2 0.9 -0.631
```
Positions in Å, forces in eV/Å.

## Properties
Frontier orbital gap ... 0.282 Eh
Net charge ... 0
E_HOMO ... -7.32 eV
Energy relative to the best compared isomer or geometry (same formula, charge and spin) ... 0.0 kcal/mol


# 2
This record from the Open Molecules 2025 dataset describes a cluster of 2 separate species, C3H4O2S in total in a non-equilibrium geometry. The level of theory is ωB97M-V/def2-TZVPD.

Structure (XYZ):
```
10
Properties=species:S:1:pos:R:3:forces:R:3:nbo_charge:R:1
C -1.5896 0.2196 -0.7662 0.9 -4.6 2.0 -0.693
H 2.1070 1.2196 0.5061 0.2 1.5 -0.8 0.260
C 1.9171 0.2851 0.9215 -0.8 -1.7 1.8 -0.786
S -2.8154 -0.6796 -0.1507 -0.7 3.2 -1.5 1.131
O 2.9240 -1.5393 -0.4790 -2.1 2.2 2.2 -0.460
H -0.5858 -0.2927 -0.6810 -1.2 0.8 -0.1 0.230
C 2.3723 -0.7324 0.2133 2.0 -1.5 -1.4 0.712
O -4.0998 0.0951 -0.3449 1.3 -1.6 0.6 -0.897
H 1.4568 0.2744 1.9604 0.7 -0.5 -1.8 0.277
H -1.6866 1.1503 -1.1794 -0.4 2.2 -1.0 0.226
```
Positions in Å, forces in eV/Å.

## Properties
Frontier orbital gap (spin up / spin down) ... 0.340 / 0.340 Eh
Net charge ... 0
E_HOMO (spin up / spin down) ... -9.67 / -9.68 eV
Energy relative to the best compared isomer or geometry (same formula, charge and spin) ... 72.4 kcal/mol